Entry 1:
DFT (ωB97M-V/def2-TZVPD) results for a molecular structure, C42H43CoN7O2P.

The geometry in XYZ format:
```
96
Properties=species:S:1:pos:R:3:forces:R:3
Co 0.815 0.326 0.031 -0.4 0.2 0.1
P -1.622 0.156 0.028 0.3 0.1 0.0
O 4.153 1.988 -1.417 0.1 0.0 0.2
O 0.234 2.713 0.451 -0.2 0.3 -0.1
N 1.325 -4.179 -0.417 0.0 0.1 0.1
N 2.595 0.951 -0.049 0.5 0.2 -0.3
N 1.312 -1.877 0.212 0.0 -0.3 0.0
N 1.143 0.590 2.024 0.0 -0.1 0.1
N 0.887 -2.498 -1.943 0.0 0.2 0.1
N 1.040 3.708 0.668 0.3 -0.1 0.2
N 0.948 0.574 -2.013 0.4 0.1 0.0
C 2.477 -3.595 1.606 0.1 0.0 0.0
C 1.177 -2.843 -0.662 0.1 0.0 -0.1
C -3.989 3.279 -2.407 0.0 0.0 0.0
C 2.153 1.094 -2.348 -0.2 -0.1 0.3
C -2.523 1.387 -0.976 0.0 0.0 -0.1
C 2.505 1.395 -3.652 -0.3 -0.1 0.1
C -4.645 2.244 -1.752 0.0 0.0 0.0
C -1.805 -2.602 0.124 0.0 0.0 0.2
C 0.311 0.333 3.042 0.1 0.0 0.0
C 1.612 -4.635 0.931 -0.1 0.0 0.0
C 1.053 -5.186 -1.432 0.0 0.0 0.0
C 1.585 1.135 -4.656 -0.1 -0.1 0.0
C 1.913 4.103 -0.286 -0.2 0.0 0.1
C 0.353 0.580 -4.324 0.1 0.1 0.1
C 1.045 4.314 1.884 0.0 -0.2 -0.3
C 0.074 0.312 -2.995 0.2 0.2 0.0
C -3.689 0.974 4.070 0.0 0.0 0.0
C -2.980 -1.610 -1.716 -0.1 0.0 -0.1
C 0.692 -3.390 -3.065 0.0 0.0 0.0
C -2.219 -3.856 -0.285 0.0 -0.1 0.0
C -2.440 1.700 2.147 0.0 0.0 0.1
C 1.935 5.323 2.167 0.0 0.0 -0.1
C -3.372 -2.871 -2.144 0.0 -0.1 0.1
C 2.706 1.468 3.603 -0.1 0.0 -0.1
C 2.851 5.726 1.202 0.0 0.0 0.1
C -2.512 0.417 1.606 -0.1 -0.1 0.0
C 0.605 0.634 4.355 0.1 0.0 0.0
C -2.210 -1.459 -0.568 0.1 0.0 -0.1
C 1.441 -4.681 -2.808 0.0 0.0 0.0
C -3.006 -3.996 -1.421 0.0 0.0 0.0
C 1.829 1.226 4.640 0.0 0.0 0.1
C 3.107 1.381 -1.198 -0.5 -0.2 -0.3
C -3.777 -0.299 3.530 0.0 0.0 0.0
C -2.610 3.381 -2.331 -0.1 0.0 0.0
C -3.197 -0.577 2.298 0.0 0.1 0.0
C 1.767 -2.256 1.546 0.0 0.1 0.0
C 2.828 5.103 -0.034 -0.1 -0.1 0.0
C -1.880 2.444 -1.612 -0.1 -0.1 0.0
C 2.340 1.130 2.305 0.0 0.0 0.1
C -3.917 1.311 -1.038 -0.1 0.0 0.0
C 3.287 1.310 1.160 0.0 0.1 -0.1
C -3.027 1.975 3.370 0.0 0.0 0.0
H -5.722 2.171 -1.793 -0.1 0.0 0.0
H -1.922 -4.729 0.282 0.0 0.0 0.0
H -2.973 2.975 3.776 0.0 0.0 0.0
H -4.149 1.192 5.024 0.0 0.0 0.0
H -3.329 -4.976 -1.743 0.0 0.0 0.0
H 3.483 1.816 -3.830 0.0 0.0 0.0
H 3.649 2.347 1.119 0.0 -0.1 0.0
H 1.827 1.355 -5.686 0.0 0.0 0.0
H 2.443 -1.481 1.917 0.0 -0.1 -0.1
H -4.558 4.013 -2.959 0.0 0.0 0.0
H 3.565 6.506 1.412 0.0 0.0 0.0
H -2.099 4.199 -2.820 0.0 0.0 0.0
H -3.299 -0.741 -2.279 0.0 0.0 0.0
H -4.309 -1.078 4.057 0.0 0.0 0.0
H 0.923 -1.510 -2.098 0.0 -0.1 0.0
H -0.115 0.406 5.127 0.0 0.0 0.0
H 0.686 -4.800 1.499 0.0 0.0 0.0
H -0.008 -5.463 -1.426 0.0 0.0 0.0
H -0.391 0.357 -5.074 0.0 0.0 -0.1
H 0.917 -2.270 2.242 0.0 0.0 0.0
H 3.523 5.368 -0.817 0.0 0.0 0.0
H 2.097 1.478 5.657 0.0 0.0 0.0
H 4.182 0.696 1.329 0.0 0.0 0.0
H 1.066 -2.892 -3.962 0.0 0.0 0.0
H -0.869 -0.135 -2.706 0.0 0.0 0.0
H -1.158 -2.516 0.992 -0.1 0.1 0.0
H -1.906 2.475 1.614 0.0 0.0 -0.1
H 2.517 -4.502 -2.841 0.0 0.0 0.0
H -0.374 -3.595 -3.217 0.0 0.0 0.0
H 3.678 1.905 3.780 0.0 0.0 0.0
H 0.315 3.913 2.570 0.0 0.0 0.0
H 1.908 5.774 3.147 0.0 0.0 0.0
H -4.437 0.517 -0.516 0.0 0.0 0.0
H 1.195 -5.425 -3.564 0.0 0.0 0.0
H 2.681 -3.870 2.641 0.0 0.0 0.0
H 3.433 -3.534 1.081 0.0 0.0 0.0
H 1.623 -6.078 -1.167 0.0 0.0 0.0
H -3.300 -1.568 1.884 0.0 -0.1 -0.1
H -0.817 2.562 -1.499 0.2 0.0 -0.1
H 2.120 -5.597 0.854 0.0 0.0 0.0
H -3.982 -2.968 -3.030 0.0 0.0 -0.1
H 1.835 3.568 -1.219 0.0 0.1 0.0
H -0.625 -0.137 2.791 0.0 0.0 0.0
```
Forces are in eV/Å.

Output
Charge: +1
HOMO-LUMO gap (alpha / beta): 8.250 / 8.114 eV
Multiplicity: 2

Entry 2:
DFT (ωB97M-V/def2-TZVPD) results for a molecular structure, C42H44BrN7O2SeTc.

The geometry in XYZ format:
```
98
Properties=species:S:1:pos:R:3:forces:R:3
Tc 1.252 0.028 0.948 0.8 1.3 0.1
Br 1.744 -6.755 1.717 0.0 0.4 0.0
Se 1.174 -0.057 -1.701 0.6 0.4 -0.1
O -0.770 -0.095 1.213 -0.7 -0.1 0.5
O 1.093 -0.202 3.010 -1.1 0.2 0.0
N -0.123 -0.067 3.438 0.4 -0.2 -0.2
N -0.647 -2.258 -1.723 -0.2 0.9 -0.1
N -1.660 -0.296 -1.723 0.7 -0.7 0.0
N 3.426 0.353 0.786 0.0 -0.4 -0.4
N 1.374 -2.133 0.927 0.1 -0.8 0.2
N -1.045 0.006 2.532 2.3 -0.2 -0.8
N 2.104 2.582 2.264 0.4 0.5 0.6
C 5.619 2.737 3.483 -0.1 -0.1 -0.1
C -2.638 -1.250 -1.589 -0.3 -0.8 0.0
C -0.938 3.213 1.220 0.0 -0.2 -0.1
C 0.873 -3.088 -4.366 0.1 -0.2 0.1
C -4.026 0.380 4.634 -0.2 0.0 0.0
C 0.728 3.484 -0.489 -0.2 0.1 0.0
C 6.246 1.862 2.635 0.1 0.0 0.1
C 3.612 3.864 4.287 -0.2 0.2 0.2
C -4.724 -2.334 -1.304 0.0 0.4 -0.1
C 1.310 1.997 1.325 -1.1 -1.7 -1.1
C -4.084 -3.565 -1.291 0.2 -0.3 0.0
C 3.448 2.225 2.460 0.4 -0.2 0.1
C -3.372 0.161 1.948 0.6 0.0 0.0
C 2.633 -4.181 0.777 -0.4 -0.8 0.4
C 2.288 4.194 4.053 0.2 0.0 -0.2
C -2.709 -3.678 -1.439 -0.1 0.2 0.1
C 0.348 -3.963 -3.228 -0.1 0.3 0.0
C 2.464 -2.841 0.547 -0.4 0.6 -0.1
C -2.365 0.147 2.917 -1.8 0.2 0.6
C -1.304 4.741 -0.596 -0.2 0.1 -0.2
C -4.693 0.268 2.331 -0.3 0.0 0.3
C 1.597 3.604 3.037 -0.3 0.5 0.5
C 4.225 2.939 3.425 0.2 -0.2 -0.1
C 0.318 2.895 0.709 0.3 0.2 -0.1
C -1.992 -2.499 -1.583 -0.8 0.1 0.0
C -5.030 0.363 3.674 0.0 0.0 -0.1
C 1.633 -4.876 1.463 -0.2 0.4 -0.2
C -1.741 4.130 0.566 -0.1 0.0 0.1
C 4.101 1.253 1.699 0.4 0.0 0.0
C -4.016 -1.151 -1.460 0.2 -0.1 0.0
C -0.078 4.396 -1.139 0.0 0.1 -0.1
C -0.457 -0.914 -1.766 0.0 0.1 0.2
C -2.701 0.276 4.271 0.3 0.0 -0.3
C -0.437 2.082 -4.574 -0.1 -0.2 0.0
C 5.483 1.106 1.761 -0.3 0.0 0.1
C 0.415 -2.834 1.568 0.0 0.4 -0.2
C 0.494 -4.169 1.862 0.7 -0.9 -0.1
C 0.362 -3.274 -1.861 0.4 -0.6 -0.2
C -2.515 1.437 -3.245 0.2 -0.3 0.0
C -1.898 1.115 -1.878 -0.2 0.9 -0.1
C -1.614 1.123 -4.442 0.0 0.2 0.1
C 2.357 -2.778 -4.221 -0.2 0.1 0.0
H -3.105 0.077 0.907 0.1 0.0 0.0
H -0.321 -4.657 2.372 -0.1 -0.1 0.0
H -1.915 0.292 5.007 0.0 0.0 0.1
H 0.575 3.871 2.844 0.0 0.0 0.0
H -0.789 3.109 -4.657 0.0 0.1 0.0
H -4.286 0.478 5.678 0.0 0.0 0.1
H -2.222 1.183 -5.349 0.0 -0.1 0.0
H 3.507 -4.696 0.413 0.1 0.0 0.0
H 3.592 0.686 -0.170 -0.1 -0.2 0.3
H -2.574 1.451 -1.084 0.2 -0.1 0.0
H 2.519 -2.077 -3.405 0.1 0.0 0.1
H 2.736 -2.317 -5.130 0.1 0.0 -0.1
H -0.664 -4.296 -3.462 0.0 -0.1 0.1
H -3.444 0.871 -3.349 -0.1 0.1 0.0
H -1.278 2.759 2.142 0.0 -0.1 0.1
H -2.764 2.500 -3.255 -0.1 0.0 0.1
H -0.947 1.634 -1.743 -0.1 -0.1 0.1
H 0.256 4.858 -2.056 0.1 0.1 -0.1
H 3.915 -0.539 0.867 0.0 0.2 -0.1
H 0.145 1.840 -5.460 0.1 0.1 -0.1
H -2.708 4.380 0.978 -0.1 0.1 0.1
H -5.470 0.279 1.580 0.0 0.0 -0.1
H -4.674 -4.460 -1.169 0.0 -0.1 0.0
H 7.318 1.743 2.653 0.1 0.0 0.1
H 1.696 3.221 -0.893 0.1 0.0 0.0
H 1.790 4.945 4.644 -0.1 0.1 0.1
H 4.181 4.319 5.079 0.1 0.1 0.0
H -5.797 -2.294 -1.199 -0.1 0.0 0.0
H -6.065 0.428 3.974 -0.1 0.0 0.0
H 0.313 -2.151 -4.412 -0.1 0.0 -0.1
H 3.205 -2.303 -0.032 0.0 0.1 0.0
H -1.916 5.491 -1.073 -0.1 0.1 -0.1
H -4.510 -0.193 -1.466 -0.1 0.1 0.0
H 0.223 2.008 -3.714 0.1 0.1 0.1
H -1.239 0.099 -4.368 -0.1 -0.1 0.0
H -0.497 -2.311 1.809 0.0 0.2 0.0
H 2.917 -3.693 -4.027 0.1 0.0 0.0
H 0.200 -4.019 -1.075 0.1 0.1 0.0
H 1.330 -2.798 -1.703 -0.2 0.0 0.1
H 6.193 3.303 4.201 0.0 0.1 0.1
H -2.223 -4.641 -1.424 0.1 -0.1 0.0
H 0.712 -3.620 -5.306 -0.1 0.1 0.0
H 0.980 -4.849 -3.140 0.0 -0.1 0.0
H 5.956 0.382 1.111 0.0 -0.1 0.0
```
Forces are in eV/Å.

Output
Energy relative to the best compared isomer or geometry (same formula, charge and spin): 0.767 eV
Charge: 0
HOMO-LUMO gap (alpha / beta): 5.426 / 5.510 eV
Multiplicity: 2

> The lowest charge belongs to which entry?

C42H44BrN7O2SeTc

> Which value of charge does entry 2 give?

0

> What is the formula in the second record?

C42H44BrN7O2SeTc